No. 1
Computed, not measured: a structure of composition C16H14BIrN6S4, with wB97M-V/def2-TZVPD.

As for the molecular weight: 621.6 g mol⁻¹. For the HOMO-LUMO gap (alpha / beta), the calculation gives 5.654 / 5.749 eV. The total energy comes out at -2668.43571 Eh. The value obtained for the LUMO energy (alpha / beta) is -5.8961 / -5.9777 eV. The largest force on an atom is 0.005 Eh/bohr.

```
! wB97M-V def2-TZVPD RIJCOSX def2/J DEFGRID3
* xyz 1 2
Ir -0.196 0.302 0.468
C -1.898 -4.002 2.280
N -2.596 -3.302 1.207
C -3.433 -3.874 0.277
C -3.858 -2.875 -0.534
N -3.284 -1.703 -0.103
B -3.612 -0.298 -0.647
N -2.384 0.300 -1.510
C -2.665 1.372 -2.290
C -1.619 1.575 -3.149
N -0.688 0.637 -2.871
C 0.515 0.377 -3.661
C -1.138 -0.141 -1.836
S -0.196 -1.409 -1.126
C -2.524 -1.986 0.955
S -1.574 -0.877 1.881
H -2.132 -5.059 2.203
H -2.225 -3.627 3.246
H -0.825 -3.858 2.178
H -3.653 -4.926 0.282
H -4.532 -2.894 -1.371
H -3.836 0.481 0.234
H -4.501 -0.416 -1.442
H -3.598 1.901 -2.201
H -1.489 2.300 -3.934
H 0.689 1.236 -4.302
H 0.361 -0.512 -4.269
H 1.366 0.225 -3.006
S 0.792 0.881 2.352
C 2.325 1.543 1.903
C 3.295 1.785 2.881
C 4.511 2.321 2.514
C 5.511 2.559 3.516
N 6.312 2.742 4.318
C 4.774 2.617 1.155
C 3.815 2.380 0.193
C 2.579 1.837 0.563
S 1.373 1.513 -0.628
C 6.048 3.151 0.761
N 7.068 3.564 0.435
H 3.098 1.552 3.919
H 4.026 2.607 -0.843
*
```

natural (NBO) atomic charge list, values in e, 5 entries: 0.380, -0.409, -0.310, -0.052, -0.032

***

No. 2
Computed, not measured: an isolated molecule of C5H10OS, with wB97M-V/def2-TZVPD.

As for the molecular weight: 118.2 g mol⁻¹. For the HOMO-LUMO gap (alpha / beta), the calculation gives 7.865 / 7.750 eV. The total energy comes out at -669.78779 Eh. The value obtained for the LUMO energy (alpha / beta) is 0.7164 / 0.5645 eV. The largest force on an atom is 0.058 Eh/bohr.

```
! wB97M-V def2-TZVPD RIJCOSX def2/J DEFGRID3
* xyz 0 1
C 0.615 -0.458 -1.004
C -0.699 -0.822 -0.370
C -0.011 1.465 0.470
C -0.954 -2.260 0.095
C 0.914 2.368 1.345
O 0.841 -0.497 -2.341
S -0.796 0.127 1.142
H 1.487 -0.786 -0.465
H -1.532 -0.476 -1.073
H -0.633 1.778 -0.275
H -1.540 -2.803 -0.682
H -1.364 -2.300 1.132
H 0.024 -2.797 0.097
H 1.942 2.301 0.958
H 0.933 1.887 2.380
H 0.590 3.411 1.542
H 0.183 -0.139 -2.953
*
```

natural (NBO) atomic charge list, values in e, 5 entries: 0.177, -0.439, -0.375, -0.628, -0.667

***

No. 3
Computed, not measured: a cluster of 3 separate species, C27H41N2O8S in total, with wB97M-V/def2-TZVPD.

As for the molecular weight: 553.7 g mol⁻¹. For the HOMO-LUMO gap, the calculation gives 8.636 eV. The total energy comes out at -2162.53501 Eh. The value obtained for the LUMO energy is -3.2214 eV. The largest force on an atom is 0.099 Eh/bohr.

```
! wB97M-V def2-TZVPD RIJCOSX def2/J DEFGRID3
* xyz 1 1
C 2.678 -1.301 0.527
C 2.528 -0.022 1.421
C 1.501 -0.215 2.547
C 0.141 0.432 2.240
C -0.362 0.220 0.800
C -1.711 -0.533 0.700
S -3.072 0.546 0.199
C -2.566 1.613 -1.165
C -2.958 3.076 -0.832
C -2.058 3.756 0.247
C -2.751 4.769 1.165
O -2.419 5.865 1.102
O -3.730 4.468 2.060
C -4.011 3.103 2.299
C -4.837 2.916 3.556
O -4.212 -0.459 -0.369
C -5.119 -0.774 0.759
C -6.308 -1.608 0.288
C -5.952 -3.097 0.204
O -7.308 -1.465 1.282
H 1.978 -2.053 0.890
H 3.689 -1.679 0.505
H 2.339 -1.049 -0.479
H 3.502 0.154 1.865
H 2.220 0.818 0.806
H 1.887 0.299 3.429
H 1.376 -1.255 2.851
H -0.580 0.120 2.998
H 0.271 1.503 2.396
H 0.334 -0.333 0.176
H -0.422 1.205 0.340
H -1.635 -1.426 0.083
H -1.976 -0.874 1.700
H -3.051 1.316 -2.093
H -1.494 1.589 -1.353
H -2.808 3.628 -1.757
H -4.022 3.142 -0.611
H -1.313 4.326 -0.294
H -1.485 3.001 0.791
H -3.129 2.469 2.397
H -4.614 2.703 1.478
H -5.800 3.418 3.500
H -5.056 1.848 3.645
H -4.292 3.189 4.456
H -5.439 0.167 1.212
H -4.528 -1.294 1.515
H -6.679 -1.216 -0.662
H -5.769 -3.401 -0.819
H -6.760 -3.661 0.660
H -5.054 -3.260 0.799
H -7.689 -0.579 1.207
C 6.239 2.950 -2.507
C 6.254 2.928 -1.119
C 5.075 3.079 -0.409
C 3.889 3.248 -1.104
C 3.859 3.279 -2.488
C 5.043 3.130 -3.190
N 2.635 3.383 -0.354
O 2.694 3.367 0.860
O 1.595 3.493 -0.991
H 7.162 2.827 -3.058
H 7.187 2.790 -0.589
H 5.090 3.062 0.671
H 2.930 3.415 -3.022
H 5.035 3.150 -4.271
C 2.776 -7.135 -2.307
C 4.155 -7.222 -2.433
C 4.939 -6.091 -2.271
C 4.328 -4.884 -1.980
C 2.954 -4.782 -1.857
C 2.176 -5.916 -2.023
N 5.161 -3.687 -1.784
O 6.362 -3.808 -1.916
O 4.595 -2.643 -1.496
H 2.167 -8.021 -2.429
H 4.621 -8.172 -2.656
H 6.013 -6.160 -2.370
H 2.486 -3.833 -1.634
H 1.100 -5.850 -1.929
*
```

Mulliken atomic charge list, values in e, 5 entries: -1.302, 0.066, -1.213, -1.156, 1.106

***

No. 4
Computed, not measured: a structure of composition C39H33BI2InN14O3, with wB97M-V/def2-TZVPD.

As for the molecular weight: 1125.2 g mol⁻¹. For the HOMO-LUMO gap (alpha / beta), the calculation gives 7.499 / 5.614 eV. The total energy comes out at -3308.27646 Eh. The value obtained for the LUMO energy (alpha / beta) is -5.8837 / -7.7705 eV. The largest force on an atom is 0.008 Eh/bohr.

```
! wB97M-V def2-TZVPD RIJCOSX def2/J DEFGRID3
* xyz 2 2
In -0.014 -0.635 -0.305
C -1.374 2.359 2.614
C -0.441 1.488 2.064
N -0.873 1.039 0.888
N -2.088 1.593 0.664
C -2.402 2.402 1.690
B -2.702 1.396 -0.750
N -1.636 1.842 -1.782
C -1.590 2.996 -2.473
C -0.490 2.964 -3.300
C 0.101 1.730 -3.031
N -0.577 1.057 -2.102
N -3.010 -0.119 -0.984
C -4.223 -0.643 -1.225
C -4.089 -2.004 -1.405
C -2.729 -2.245 -1.253
N -2.080 -1.106 -0.999
N -3.982 2.168 -0.941
C -4.614 2.416 -2.127
C -5.911 2.748 -1.852
C -6.004 2.653 -0.447
N -4.860 2.283 0.092
H -1.320 2.882 3.553
H 0.512 1.162 2.452
H -3.339 2.931 1.688
H -2.349 3.749 -2.342
H -0.179 3.709 -4.011
H 0.972 1.308 -3.499
H -5.102 -0.020 -1.251
H -4.865 -2.716 -1.620
H -2.204 -3.182 -1.283
H -4.099 2.334 -3.069
H -6.678 3.029 -2.552
H -6.859 2.839 0.184
O 0.690 -5.536 5.840
N 0.045 -4.542 5.604
O -0.849 -4.090 6.288
C 0.410 -3.780 4.390
C 1.712 -3.772 4.062
C 2.167 -3.001 2.946
C 3.526 -2.917 2.603
C 3.900 -2.136 1.541
C 2.911 -1.453 0.833
N 1.624 -1.528 1.124
C 1.241 -2.293 2.173
C -0.163 -2.358 2.509
N -1.009 -1.694 1.702
C -2.293 -1.688 1.991
C -2.820 -2.375 3.088
C -1.977 -3.080 3.906
C -0.594 -3.075 3.635
H 2.418 -4.336 4.657
H 4.260 -3.461 3.185
H 4.936 -2.035 1.251
H 3.177 -0.810 0.005
H -2.944 -1.124 1.333
H -3.883 -2.348 3.278
H -2.363 -3.619 4.757
I -0.678 -6.159 -0.545
C 0.500 -4.983 -1.751
C 1.213 -5.521 -2.807
C 2.026 -4.730 -3.609
I 3.038 -5.642 -5.150
C 2.160 -3.314 -3.362
C 3.008 -2.458 -4.084
C 3.092 -1.136 -3.726
C 2.307 -0.666 -2.674
N 1.466 -1.440 -2.005
C 1.414 -2.746 -2.324
C 0.559 -3.575 -1.466
O -0.056 -3.045 -0.530
H 1.140 -6.580 -3.010
H 3.601 -2.847 -4.901
H 3.755 -0.458 -4.245
H 2.368 0.361 -2.346
N 1.731 1.102 -0.159
C 2.017 2.199 -0.412
N 2.291 3.445 -0.649
C 3.691 3.918 -0.682
C 3.937 4.934 0.448
C 2.877 4.796 1.537
C 1.497 5.148 0.979
C 1.252 4.460 -0.379
H 3.874 4.357 -1.663
H 4.334 3.045 -0.578
H 3.914 5.949 0.048
H 4.936 4.779 0.853
H 3.110 5.450 2.376
H 2.881 3.774 1.930
H 1.435 6.228 0.840
H 0.715 4.873 1.687
H 1.285 5.169 -1.207
H 0.286 3.958 -0.421
*
```

Mulliken atomic charge list, values in e, 5 entries: 2.896, -1.904, -0.545, 0.300, 0.680

***

No. 5
Computed, not measured: a structure of composition C33H30AuN4OP, with wB97M-V/def2-TZVPD.

As for the molecular weight: 726.6 g mol⁻¹. For the HOMO-LUMO gap, the calculation gives 6.450 eV. The total energy comes out at -2046.38965 Eh. The value obtained for the LUMO energy is -6.9970 eV. The largest force on an atom is 0.035 Eh/bohr.

```
! wB97M-V def2-TZVPD RIJCOSX def2/J DEFGRID3
* xyz 2 1
Au -0.638 0.588 -1.108
C 5.054 -0.924 -2.214
C 4.049 -0.276 -2.924
C 2.923 0.178 -2.262
C 2.800 -0.020 -0.886
C 3.813 -0.664 -0.172
C 4.940 -1.112 -0.845
P 1.416 0.712 -0.032
C 1.117 -0.094 1.527
C 1.251 -1.479 1.655
C 0.962 -2.083 2.864
C 0.521 -1.317 3.935
C 0.373 0.057 3.807
C 0.668 0.675 2.604
C 1.634 2.462 0.191
C 2.775 3.040 0.689
C 2.809 4.435 0.866
C 1.732 5.204 0.511
C 0.568 4.632 -0.055
C -0.517 5.407 -0.531
C -1.558 4.806 -1.173
C -1.593 3.400 -1.342
C -0.591 2.612 -0.841
C 0.520 3.228 -0.206
H 5.937 -1.275 -2.733
H 4.154 -0.116 -3.989
H 2.152 0.711 -2.806
H 3.734 -0.804 0.898
H 5.731 -1.605 -0.296
H 1.597 -2.076 0.819
H 1.089 -3.151 2.979
H 0.300 -1.795 4.881
H 0.045 0.650 4.650
H 0.571 1.749 2.508
H 3.637 2.440 0.956
H 3.698 4.899 1.270
H 1.775 6.280 0.630
H -0.492 6.482 -0.412
H -2.371 5.398 -1.571
H -2.419 2.994 -1.918
N -3.057 0.683 -0.868
C -3.545 0.060 0.324
C -4.353 -1.061 0.234
C -4.830 -1.651 1.395
C -4.499 -1.125 2.635
C -3.689 0.000 2.711
C -3.207 0.596 1.556
H -3.515 0.426 -1.730
H -2.873 1.668 -0.757
H -4.623 -1.466 -0.736
H -5.474 -2.518 1.327
H -4.883 -1.579 3.538
H -3.435 0.422 3.674
H -2.565 1.469 1.615
C -1.404 -4.489 0.443
N -0.954 -3.676 -0.694
C -0.437 -4.235 -1.809
C -0.001 -3.489 -2.851
C -0.116 -2.080 -2.736
N -0.606 -1.520 -1.623
C -1.030 -2.296 -0.555
O -1.427 -1.785 0.469
N 0.247 -1.291 -3.750
H -1.611 -5.495 0.089
H -2.305 -4.046 0.857
H -0.638 -4.516 1.215
H -0.400 -5.316 -1.825
H 0.393 -3.949 -3.743
H 0.574 -1.690 -4.613
H 0.096 -0.298 -3.717
*
```

natural (NBO) atomic charge list, values in e, 5 entries: 0.970, -0.146, -0.200, -0.165, -0.484

***

No. 6
Computed, not measured: a cluster of 2 separate species, C11H9NO2 in total, with wB97M-V/def2-TZVPD.

As for the molecular weight: 187.2 g mol⁻¹. For the HOMO-LUMO gap (alpha / beta), the calculation gives 8.420 / 7.971 eV. The total energy comes out at -629.54489 Eh. The value obtained for the LUMO energy (alpha / beta) is -0.1729 / -0.4595 eV. The largest force on an atom is 0.096 Eh/bohr.

```
! wB97M-V def2-TZVPD RIJCOSX def2/J DEFGRID3
* xyz 0 1
C 2.401 2.101 2.895
C 1.039 2.137 3.073
C 2.959 1.254 1.925
C -2.904 -1.868 -3.447
C 0.208 1.540 2.152
C 2.172 0.493 1.111
C -1.523 -1.878 -3.271
C -3.449 -1.581 -2.237
C 0.784 0.751 1.109
C -1.323 -1.487 -1.995
C 0.017 -0.065 0.146
N 0.574 -0.823 -0.712
O 1.586 -1.175 -1.241
O -2.509 -1.374 -1.328
H 3.001 2.668 3.678
H 0.638 2.536 3.921
H 4.000 0.976 1.761
H -3.384 -2.071 -4.422
H -0.772 1.586 2.297
H 2.744 -0.264 0.585
H -0.788 -2.086 -4.094
H -4.470 -1.376 -2.032
H -1.002 0.007 0.127
*
```

natural (NBO) atomic charge list, values in e, 5 entries: -0.203, -0.195, -0.206, -0.314, -0.191

***

No. 7
Computed, not measured: an isolated molecule of C5H7ClO, with wB97M-V/def2-TZVPD.

As for the molecular weight: 118.6 g mol⁻¹. For the HOMO-LUMO gap, the calculation gives 9.156 eV. As for the SMILES: CO/C=C/C=C/Cl. The total energy comes out at -730.04451 Eh. The value obtained for the LUMO energy is 0.8658 eV. The largest force on an atom is 0.077 Eh/bohr.

```
! wB97M-V def2-TZVPD RIJCOSX def2/J DEFGRID3
* xyz 0 1
C -0.793 0.904 0.587
C -1.981 1.476 0.019
C -0.068 -0.101 0.033
C -2.903 2.251 0.603
C 1.837 -1.564 -0.201
O 1.258 -0.416 0.437
Cl -4.303 3.035 -0.151
H -0.470 1.566 1.457
H -2.205 1.391 -0.990
H -0.606 -0.684 -0.772
H -2.831 2.347 1.613
H 1.197 -2.555 -0.405
H 2.700 -1.754 0.297
H 2.225 -1.091 -1.132
*
```

natural (NBO) atomic charge list, values in e, 5 entries: -0.317, -0.232, 0.158, -0.176, -0.253

***

No. 8
Computed, not measured: a cluster of 2 separate species, C4H4Cl2N2 in total, with wB97M-V/def2-TZVPD.

As for the molecular weight: 151.0 g mol⁻¹. For the HOMO-LUMO gap, the calculation gives 9.602 eV. The total energy comes out at -1184.60674 Eh. The value obtained for the LUMO energy is 0.1348 eV. The largest force on an atom is 0.091 Eh/bohr.

```
! wB97M-V def2-TZVPD RIJCOSX def2/J DEFGRID3
* xyz 0 1
C -0.557 0.588 0.122
C -1.597 -0.032 -0.593
C 0.551 -0.056 -0.352
C 2.648 0.108 0.335
N -1.136 -0.966 -1.407
N 0.188 -0.975 -1.245
Cl 3.359 1.360 -0.609
Cl 3.315 -1.462 0.081
H -0.615 1.372 0.846
H -2.647 0.170 -0.534
H 2.517 0.364 1.377
H 0.762 -1.621 -1.764
*
```

natural (NBO) atomic charge list, values in e, 5 entries: -0.423, -0.049, 0.217, -0.259, -0.267